(1)
The following is a quantum chemistry calculation of C22H50O2OsP2S as an isolated structure, from OMol25.

Geometry (Å):
C -1.31 3.80 0.69
H -2.93 -2.10 0.16
H 1.95 -1.25 2.56
H -2.53 -3.67 -0.61
H -1.49 0.41 -2.97
C -1.51 4.56 -1.68
H 0.50 -1.31 -5.52
H 1.12 -5.20 0.87
H 2.25 -2.50 -1.49
O -3.14 0.56 -0.31
H 2.13 2.50 1.04
H 2.90 4.68 -1.77
H 1.57 -3.67 -2.65
C 0.43 1.08 1.45
H 0.80 -0.64 4.15
H 0.97 1.15 -4.67
P 0.10 2.15 -1.15
S -1.14 -0.51 2.45
C -0.06 2.05 -3.00
C -1.97 -3.03 2.72
H -0.05 3.08 -3.38
H 2.33 -4.95 2.14
H -0.57 4.59 0.88
H -0.31 -2.19 -3.11
H -1.59 4.30 -2.74
C 1.13 1.31 -3.60
H -1.44 1.31 -4.50
C 1.36 -4.60 1.76
C 2.13 3.40 0.43
C -1.31 3.35 -0.77
H -0.74 5.32 -1.56
C -2.70 -3.16 0.35
H -0.81 -1.42 4.64
H -2.26 2.01 -3.09
H 0.50 -2.02 -5.28
H -2.47 5.03 -1.41
C -2.47 0.56 2.90
C -0.31 -0.57 4.14
H -2.45 -2.00 2.74
H 0.02 -0.96 -1.84
Os -0.16 0.01 -0.05
H -3.60 -3.63 0.80
H 1.24 0.33 -3.13
H -1.58 -1.86 -1.87
H 3.18 3.72 0.46
H -2.21 2.73 -0.92
H 1.51 4.16 0.91
H -3.29 0.26 2.22
C 0.15 -3.04 -1.15
C -0.49 -1.97 -2.04
O 0.81 1.65 2.41
C 1.50 -3.11 1.47
C -1.99 0.32 -0.20
C -1.50 -3.31 1.28
H -2.31 4.20 0.95
H 2.30 -2.94 0.73
H -2.66 0.30 3.95
C 1.86 -2.34 2.73
H 2.84 -2.70 3.10
H 2.07 1.86 -3.48
H 1.28 5.21 -1.36
H -0.62 0.37 4.61
H -1.17 -4.35 1.29
H -1.18 -3.08 3.49
H -0.45 -3.96 -1.15
H 2.42 2.36 -1.39
P 0.00 -2.33 0.58
H -2.80 -3.69 3.05
C 1.59 -3.37 -1.59
H 0.62 -4.79 2.54
H -1.11 2.97 1.38
C 1.70 3.09 -0.99
H 1.14 -2.54 3.54
H -2.07 1.57 2.75
C 1.84 4.38 -1.80
H 2.01 -4.20 -1.02
H 1.57 4.28 -2.85
C -1.39 1.42 -3.40

Output
HOMO energy (alpha / beta)	-0.77572 / -0.80838	hartree
energy	-59550.3655	eV
charge	+4
2S+1	5
LUMO (alpha / beta)	-13.4 / -17.8	eV

Partial charges, Löwdin, in e: number 1, C, carries -0.0516; number 2, H, carries 0.0596; number 3, H, carries 0.0616; number 4, H, carries 0.0937; number 5, H, carries 0.0532; number 6, C, carries -0.0184; number 7, H, carries 0.0404; number 8, H, carries 0.0942; number 9, H, carries 0.0925; number 10, O, carries 0.1645; number 11, H, carries 0.0409; number 12, H, carries 0.1457; number 13, H, carries 0.1111; number 14, C, carries -0.4545; number 15, H, carries 0.0707; number 16, H, carries 0.1057; number 17, P, carries 1.0451; number 18, S, carries 0.9320; number 19, C, carries -0.5189; number 20, C, carries -0.0973; number 21, H, carries 0.1068; number 22, H, carries 0.1215; number 23, H, carries 0.1088; number 24, H, carries 0.0903; number 25, H, carries 0.0960; number 26, C, carries -0.0756; number 27, H, carries 0.1224; number 28, C, carries -0.0594; number 29, C, carries -0.0586; number 30, C, carries -0.4315; number 31, H, carries 0.0999; number 32, C, carries -0.0729; number 33, H, carries 0.0891; number 34, H, carries 0.0904; number 35, H, carries 0.0393; number 36, H, carries 0.1430; number 37, C, carries -0.2169; number 38, C, carries -0.1467; number 39, H, carries 0.0513; number 40, H, carries 0.0034; number 41, Os, carries 0.9608; number 42, H, carries 0.1205; number 43, H, carries 0.0624; number 44, H, carries 0.0775; number 45, H, carries 0.1429; number 46, H, carries 0.1177; number 47, H, carries 0.1070; number 48, H, carries 0.0831; number 49, C, carries -0.4919; number 50, C, carries -0.1342; number 51, O, carries 0.1203; number 52, C, carries -0.4869; number 53, C, carries -0.3967; number 54, C, carries -0.4799; number 55, H, carries 0.1367; number 56, H, carries 0.1024; number 57, H, carries 0.1025; number 58, C, carries -0.1099; number 59, H, carries 0.1237; number 60, H, carries 0.0905; number 61, H, carries 0.1057; number 62, H, carries 0.0843; number 63, H, carries 0.1216; number 64, H, carries 0.0819; number 65, H, carries 0.1288; number 66, H, carries 0.1556; number 67, P, carries 0.9686; number 68, H, carries 0.1524; number 69, C, carries -0.0665; number 70, H, carries 0.0930; number 71, H, carries 0.0342; number 72, C, carries -0.4250; number 73, H, carries 0.0690; number 74, H, carries 0.0759; number 75, C, carries -0.0223; number 76, H, carries 0.0904; number 77, H, carries 0.0966; number 78, C, carries -0.0634

***

(2)
The following is a quantum chemistry calculation of a 6-piece molecular cluster, C22H51BN6O12S overall, from OMol25.

Geometry (Å):
O 0.12 0.83 -5.78
N 5.02 -1.16 0.90
H 0.73 3.47 4.02
H 0.43 -3.53 0.64
C 2.90 -5.50 0.73
H -4.91 4.75 3.36
B -2.06 2.76 3.43
H 2.10 2.57 -3.05
O 3.23 3.36 0.61
H 1.94 2.34 4.81
C 0.76 1.39 -4.91
C -3.23 -3.19 -5.53
C 0.04 1.25 4.29
H -1.33 4.97 4.56
C 0.78 -4.41 0.11
H 1.53 1.13 2.08
H -2.15 -1.04 -6.78
O -1.73 2.73 2.03
H 1.36 -4.09 -0.77
H 5.34 0.71 1.77
C -1.91 -1.63 -0.05
N -2.59 -1.02 -1.06
H 1.56 -5.36 3.07
O -4.06 -2.34 -5.24
H -0.71 -3.90 -7.30
H -1.76 1.82 -4.02
H 0.07 0.43 3.47
H -4.35 -1.51 -2.05
H 3.52 -2.50 1.33
H -1.24 0.45 -1.64
C -4.22 3.90 2.97
H -1.78 -0.42 2.84
N 1.60 -5.22 1.00
H -0.53 2.67 6.13
N 0.26 2.32 -4.05
H -0.04 -5.43 2.29
C 5.46 0.22 0.80
H 1.82 1.17 -4.73
H -4.40 0.00 -1.10
O 1.83 4.90 2.18
H -2.56 -2.12 0.68
C -1.03 -4.00 -6.26
H -3.96 4.16 1.89
O -3.78 -0.06 2.96
H -0.16 -3.92 -5.60
O 2.90 -0.58 1.55
H -1.40 3.46 -3.41
H -4.47 -1.58 -0.28
H 0.39 0.71 5.25
H 6.82 -2.14 1.28
C -1.44 1.78 4.58
N -1.96 -2.94 -5.94
C 5.97 -2.22 0.60
C -1.14 2.70 -4.16
H -2.41 5.73 3.19
C 1.07 2.95 -3.02
C -2.63 0.05 3.47
H -2.97 5.65 5.02
C 1.13 2.40 3.98
H 6.50 0.27 0.49
H -1.49 -4.98 -6.12
H -4.86 2.94 3.06
H -3.46 -4.26 -5.46
H -1.32 3.11 -5.16
H -1.19 -1.06 -2.59
C -1.51 -1.56 -6.07
C 3.74 -1.42 1.28
C -4.04 -1.03 -1.12
H -0.48 -1.52 -6.40
O 0.81 3.21 0.38
H 2.62 4.90 2.78
H -1.60 -1.07 -5.10
H 3.03 1.83 2.86
H -2.53 0.10 -2.83
C -1.85 -0.34 -2.10
H 3.25 -5.06 -0.22
H -1.25 3.56 1.80
S 1.91 3.44 1.37
N -3.06 3.80 3.90
O -1.45 2.55 5.82
H 6.31 -2.10 -0.43
H -0.07 -5.01 -0.23
C 1.93 2.06 2.60
H 1.07 -6.82 2.21
O -0.69 -1.66 0.05
C -2.41 5.11 4.16
H 1.09 4.03 -3.19
O -2.39 0.66 4.74
O 3.64 -6.16 1.43
H 4.83 0.74 0.07
C 1.00 -5.73 2.21
H 0.64 2.73 -2.05
H 5.51 -3.20 0.72

Output
HOMO energy	-0.32061	hartree
energy	-68661.0007	eV
charge	0
SMILES	CN(C)B(O)[C@](O)(CCCS(=O)(=O)O)OC=O.CN(C)C=O.CN(C)C=O.CN(C)C=O.CN(C)C=O.CN(C)C=O
LUMO	-0.3	eV

Partial charges, Löwdin, in e: number 1, O, carries -0.0024; number 2, N, carries -0.1957; number 3, H, carries 0.1027; number 4, H, carries 0.0641; number 5, C, carries -0.3694; number 6, H, carries 0.0986; number 7, B, carries -0.4288; number 8, H, carries 0.0887; number 9, O, carries -0.3649; number 10, H, carries 0.1224; number 11, C, carries -0.3289; number 12, C, carries -0.3506; number 13, C, carries -0.0903; number 14, H, carries 0.0910; number 15, C, carries -0.0618; number 16, H, carries 0.0953; number 17, H, carries 0.1007; number 18, O, carries 0.0877; number 19, H, carries 0.0875; number 20, H, carries 0.0881; number 21, C, carries -0.3367; number 22, N, carries -0.1859; number 23, H, carries 0.0918; number 24, O, carries -0.0012; number 25, H, carries 0.0889; number 26, H, carries 0.0688; number 27, H, carries 0.1254; number 28, H, carries 0.0878; number 29, H, carries 0.1281; number 30, H, carries 0.0931; number 31, C, carries -0.1002; number 32, H, carries 0.1617; number 33, N, carries -0.2026; number 34, H, carries 0.1057; number 35, N, carries -0.1956; number 36, H, carries 0.0873; number 37, C, carries -0.0373; number 38, H, carries 0.1327; number 39, H, carries 0.0926; number 40, O, carries -0.1960; number 41, H, carries 0.1330; number 42, C, carries -0.0644; number 43, H, carries 0.0913; number 44, O, carries 0.0457; number 45, H, carries 0.0878; number 46, O, carries 0.0006; number 47, H, carries 0.0927; number 48, H, carries 0.0863; number 49, H, carries 0.1419; number 50, H, carries 0.0912; number 51, C, carries -0.3724; number 52, N, carries -0.2008; number 53, C, carries -0.0518; number 54, C, carries -0.0380; number 55, H, carries 0.0978; number 56, C, carries -0.0498; number 57, C, carries -0.2159; number 58, H, carries 0.1046; number 59, C, carries -0.1709; number 60, H, carries 0.0888; number 61, H, carries 0.0812; number 62, H, carries 0.1076; number 63, H, carries 0.1275; number 64, H, carries 0.0949; number 65, H, carries 0.0927; number 66, C, carries -0.0539; number 67, C, carries -0.3129; number 68, C, carries -0.0461; number 69, H, carries 0.0796; number 70, O, carries -0.3274; number 71, H, carries 0.1051; number 72, H, carries 0.0668; number 73, H, carries 0.1132; number 74, H, carries 0.0790; number 75, C, carries -0.0431; number 76, H, carries 0.1261; number 77, H, carries 0.1029; number 78, S, carries 0.7335; number 79, N, carries -0.1508; number 80, O, carries 0.0174; number 81, H, carries 0.0910; number 82, H, carries 0.0909; number 83, C, carries -0.2028; number 84, H, carries 0.0925; number 85, O, carries -0.0127; number 86, C, carries -0.0949; number 87, H, carries 0.0933; number 88, O, carries 0.0141; number 89, O, carries -0.0010; number 90, H, carries 0.0931; number 91, C, carries -0.0449; number 92, H, carries 0.0666; number 93, H, carries 0.0812